The following is a quantum chemistry calculation of a molecular structure, C24H19FIrN3O3Se2 in a non-equilibrium geometry, from the OMol25 dataset.

Total charge: +2
Kohn-Sham gap (alpha / beta) in eV: 5.90 / 5.90
ΔE to the lowest compared entry with this formula, charge and spin in kJ/mol: 287.8
Energy in hartree: -6322.4558
Lowest unoccupied orbital energy (alpha / beta) in eV: -8.03 / -8.03

Last column: Löwdin charge in e.
Element x y z (Å)
1 Ir 0.2161 0.1870 0.4635  1.353
2 Se 1.8710 -1.0755 2.8999  0.784
3 Se 2.6382 0.8822 1.8638  0.836
4 C 3.1028 0.1400 0.1327  -0.638
5 C 4.3807 0.2076 -0.3706  -0.045
6 C 4.5924 -0.2536 -1.6689  0.013
7 C 3.5249 -0.7688 -2.3875  0.004
8 C 2.2743 -0.8141 -1.7933  -0.071
9 N 2.0709 -0.3613 -0.5507  -0.150
10 C 0.1927 -0.3305 3.4977  -0.649
11 C -0.1331 -0.3278 4.8378  -0.053
12 C -1.3664 0.1950 5.2108  0.005
13 C -2.2108 0.6926 4.2321  0.006
14 C -1.8046 0.6510 2.9093  -0.064
15 N -0.6242 0.1428 2.5500  -0.087
16 H 5.1829 0.6173 0.2275  0.126
17 H 5.5802 -0.2032 -2.1066  0.136
18 H 3.6551 -1.1362 -3.3950  0.131
19 H 1.4189 -1.2272 -2.3100  0.132
20 H 0.5517 -0.7286 5.5716  0.124
21 H -1.6618 0.2091 6.2510  0.135
22 H -3.1717 1.1133 4.4894  0.129
23 H -2.4382 1.0277 2.1200  0.108
24 C -5.2216 5.1788 -1.5488  -0.029
25 C -5.6897 4.0700 -0.6126  -0.280
26 C -6.9865 3.4533 -1.1174  -0.133
27 C -7.4660 2.3693 -0.1640  -0.112
28 C -6.3949 1.3264 -0.0237  -0.117
29 C -6.7146 0.0152 0.2424  0.086
30 C -5.7170 -0.9535 0.3387  -0.243
31 F -6.0586 -2.2105 0.6114  0.110
32 C -4.3954 -0.6390 0.1729  0.076
33 C -4.0457 0.6925 -0.0897  -0.057
34 C -2.6367 1.0281 -0.2181  -0.311
35 O -1.7864 0.0708 -0.1910  -0.161
36 C -2.3505 2.3916 -0.3466  -0.025
37 C -3.3756 3.3002 -0.5120  0.060
38 N -4.6646 2.9964 -0.4569  0.060
39 C -5.0398 1.6875 -0.1950  -0.053
40 C -0.9448 2.9680 -0.3306  -0.551
41 O -0.7974 4.1038 -0.7110  0.133
42 O 0.0166 2.2317 0.1403  -0.146
43 H -6.0766 5.8022 -1.8017  0.097
44 H -4.8204 4.7625 -2.4737  0.105
45 H -4.4801 5.8336 -1.0945  0.087
46 H -5.8654 4.4872 0.3841  0.165
47 H -6.8216 3.0219 -2.1085  0.143
48 H -7.7350 4.2376 -1.2099  0.133
49 H -8.3842 1.9128 -0.5315  0.132
50 H -7.6920 2.8017 0.8155  0.138
51 H -7.7466 -0.2829 0.3758  0.147
52 H -3.6266 -1.3929 0.2497  0.136
53 H -3.1009 4.3276 -0.6982  0.144

Atomic forces in eV per Å
Ir -0.869 2.598 3.247
Se -0.125 -0.481 0.172
Se -0.874 -0.127 -0.940
C 0.153 0.025 0.229
C -0.009 -0.046 0.076
C -0.123 0.037 -0.026
C 0.104 -0.091 0.144
C 0.091 -0.210 -0.174
N -0.739 0.732 -1.290
C 0.402 -0.082 -0.302
C -0.062 -0.048 -0.068
C -0.125 -0.023 -0.101
C 0.089 -0.068 0.128
C -0.125 0.059 0.056
N -0.380 0.714 -1.484
H 0.016 -0.021 -0.013
H 0.004 -0.005 -0.005
H -0.027 -0.007 -0.006
H -0.041 0.108 0.006
H 0.059 0.035 -0.032
H 0.031 0.019 0.015
H -0.021 -0.001 -0.047
H 0.053 0.012 0.054
C 0.117 -0.069 0.115
C -0.410 0.381 -0.220
C 0.040 -0.193 0.182
C 0.030 0.080 -0.093
C -0.100 0.047 -0.017
C 0.025 -0.007 -0.012
C 0.332 0.086 0.042
F -0.074 0.031 -0.027
C -0.202 -0.094 0.050
C 0.308 -0.172 -0.129
C -0.602 1.071 -0.108
O 1.586 -1.377 0.247
C 0.904 -0.478 0.171
C -0.296 0.120 0.012
N 0.386 0.099 -0.030
C 0.031 -0.536 0.091
C -2.267 0.082 -0.837
O 0.678 -0.267 0.386
O 2.059 -1.954 0.660
H -0.023 -0.012 0.020
H -0.007 0.026 -0.030
H 0.046 -0.005 -0.039
H 0.039 -0.084 0.005
H -0.022 0.080 -0.054
H 0.043 0.041 -0.018
H 0.010 -0.034 0.036
H -0.012 0.010 -0.013
H -0.018 0.017 -0.017
H -0.037 -0.046 -0.026
H -0.041 0.031 0.015